(1)
A molecular structure, C14H32AuNO2P2Si, computed with ωB97M-V/def2-TZVPD.

Output
**Total charge**: +2
**Gap between HOMO and LUMO (alpha / beta)**: 5.45 / 7.15 eV
**LUMO energy (alpha / beta)**: -6.96 / -8.04 eV
**Spin multiplicity**: 3

Cartesian coordinates (Å):
Au 0.174 0.365 0.558
P -1.993 0.849 -0.307
C -2.206 0.114 -1.919
C -1.054 0.016 -2.726
N 0.184 -0.028 -2.118
C 1.308 0.240 -2.770
C 1.285 0.416 -4.165
C 0.070 0.271 -4.838
C -1.087 0.009 -4.153
C 2.566 0.393 -1.906
P 2.295 -0.368 -0.264
H -2.061 -0.128 -4.633
H 2.234 0.631 -4.636
H 0.068 0.346 -5.929
H 3.403 -0.092 -2.420
H 2.819 1.457 -1.750
H -2.408 -1.991 -1.134
H -3.184 -0.179 -2.345
H -1.085 -2.953 0.258
O -2.601 -2.803 -0.654
H -2.703 -3.476 -1.367
H -0.033 -1.659 0.825
O -0.217 -2.836 0.772
H -0.421 -3.168 1.695
C 2.433 -2.118 -0.667
H 3.397 -2.278 -1.158
H 2.422 -2.741 0.232
H 1.656 -2.440 -1.367
C 3.721 0.032 0.739
H 3.513 -0.192 1.789
H 4.587 -0.555 0.417
H 3.953 1.097 0.651
C -2.147 2.581 -0.796
H -3.120 2.720 -1.281
H -2.036 3.249 0.062
H -1.371 2.788 -1.539
C -3.486 0.450 0.662
H -3.469 0.993 1.620
H -4.369 0.753 0.074
H -3.536 -0.637 0.848
C -1.553 1.086 3.471
Si 0.182 0.713 2.879
C 1.303 2.194 3.150
C 0.828 -0.800 3.761
H -1.975 1.965 2.974
H -1.533 1.288 4.549
H -2.227 0.240 3.300
H 1.453 2.352 4.229
H 2.284 2.053 2.675
H 0.847 3.099 2.724
H 1.199 -0.489 4.749
H 0.029 -1.534 3.936
H 1.664 -1.290 3.244

The Löwdin scheme yields these atomic charges, measured in e:
1 Au 0.57
2 P 0.73
3 C -0.20
4 C -0.35
5 N 0.03
6 C -0.31
7 C 0.03
8 C -0.02
9 C 0.02
10 C -0.25
11 P 0.74
12 H 0.13
13 H 0.13
14 H 0.13
15 H 0.11
16 H 0.11
17 H 0.00
18 H 0.12
19 H 0.10
20 O -0.03
21 H 0.11
22 H 0.11
23 O 0.08
24 H 0.17
25 C -0.24
26 H 0.07
27 H 0.05
28 H 0.05
29 C -0.24
30 H 0.04
31 H 0.07
32 H 0.06
33 C -0.23
34 H 0.07
35 H 0.06
36 H 0.06
37 C -0.23
38 H 0.03
39 H 0.07
40 H 0.05
41 C -0.23
42 Si 0.35
43 C -0.20
44 C -0.23
45 H 0.03
46 H 0.05
47 H 0.02
48 H 0.06
49 H 0.02
50 H 0.04
51 H 0.05
52 H 0.03
53 H 0.01

(2)
C3H6N2S2 in the gas phase, computed with ωB97M-V/def2-TZVPD.

Output
**Total charge**: 0
**Gap between HOMO and LUMO**: 8.64 eV
**Energy above the lowest of the compared OMol25 structures with the same formula, charge and spin**: 26.75 kcal per mole
**LUMO energy**: 0.08 eV
**SMILES**: [H]/N=C/N(S)C(C)=S

Cartesian coordinates (Å):
C -1.432 1.653 0.099
C -1.002 0.198 -0.047
C 0.773 -1.458 -0.022
H -1.043 2.124 1.042
H -2.519 1.654 0.117
H -1.110 2.281 -0.734
H 2.514 0.136 -0.120
H 0.005 -2.208 -0.024
H 2.122 -2.688 0.173
N 0.321 -0.125 -0.107
N 1.991 -1.686 0.020
S -2.184 -0.962 -0.190
S 1.562 1.081 -0.206

The Löwdin scheme yields these atomic charges, measured in e:
1 C -0.15
2 C -0.85
3 C -0.32
4 H 0.09
5 H 0.05
6 H 0.07
7 H -0.14
8 H 0.07
9 H 0.08
10 N -0.46
11 N 0.06
12 S 0.66
13 S 0.83

(3)
3 unconnected molecules or ions with the total composition C31H58ClFN7O8P3, computed with ωB97M-V/def2-TZVPD.

Output
**Total charge**: 0
**Gap between HOMO and LUMO**: 6.45 eV
**Energy above the lowest of the compared OMol25 structures with the same formula, charge and spin**: 154.58 kcal per mole
**LUMO energy**: -1.51 eV
**SMILES**: CNCc1c(CCCCl)cc(COC)c2c1C(=O)C(CC(=O)F)=C(P(O)O)C2=O.CN(C)P(=O)(N(C)C)N(C)C.CN(C)P(=O)(N(C)C)N(C)C

Cartesian coordinates (Å):
C 5.338 -3.255 -1.364
N 4.214 -2.241 -1.444
C 3.785 -2.276 -2.881
C 2.488 -1.394 -3.186
C 2.486 -0.033 -3.972
C 3.916 0.552 -4.482
C 4.479 1.419 -3.212
C 6.002 1.896 -3.394
Cl 6.688 2.124 -1.669
C 1.208 0.803 -4.301
C -0.180 0.291 -3.782
C -1.547 1.083 -4.023
O -1.292 2.373 -4.622
C -2.597 3.048 -4.801
C -0.223 -1.056 -2.952
C 1.094 -1.894 -2.672
C 0.901 -3.247 -1.803
O 1.537 -4.315 -2.002
C -0.243 -3.138 -0.656
C 0.079 -3.901 0.715
C 1.282 -3.057 1.418
O 1.162 -1.802 1.390
F 2.373 -3.731 2.043
C -1.437 -2.364 -0.898
P -2.788 -2.159 0.439
O -3.392 -3.684 0.953
O -1.968 -1.343 1.727
C -1.607 -1.632 -2.337
O -2.713 -1.554 -2.937
H 5.648 -3.473 -0.274
H 6.272 -2.922 -1.965
H 5.023 -4.279 -1.804
H 4.711 -1.333 -1.324
H 3.554 -3.380 -3.129
H 4.702 -2.005 -3.539
H 4.652 -0.271 -4.773
H 3.714 1.322 -5.307
H 3.773 2.301 -2.949
H 4.434 0.725 -2.283
H 6.672 1.155 -3.951
H 6.006 2.955 -3.846
H 1.284 1.799 -4.881
H -2.079 1.256 -3.006
H -2.241 0.398 -4.628
H -3.276 2.892 -3.894
H -3.031 2.619 -5.773
H -2.340 4.160 -4.995
H 0.489 -4.964 0.504
H -0.788 -3.935 1.460
H -2.745 -4.416 0.808
H -2.623 -0.889 2.314
O -2.739 -5.352 7.181
P -2.184 -6.357 6.151
N -0.918 -6.837 7.207
C 0.466 -7.135 6.915
C -1.351 -7.636 8.354
N -1.690 -5.105 5.073
C -0.487 -4.326 5.326
C -2.775 -4.183 4.720
N -1.626 -7.528 4.946
C -2.010 -8.916 5.163
C -0.711 -7.349 3.838
H 0.601 -8.149 6.513
H 1.074 -7.067 7.823
H 0.922 -6.433 6.224
H -1.434 -8.697 8.090
H -2.326 -7.310 8.724
H -0.657 -7.539 9.195
H -0.414 -3.993 6.368
H -0.437 -3.440 4.683
H 0.405 -4.897 5.062
H -2.949 -3.439 5.506
H -3.710 -4.730 4.558
H -2.549 -3.655 3.789
H -1.179 -9.498 5.575
H -2.345 -9.391 4.236
H -2.846 -8.981 5.865
H 0.321 -7.217 4.169
H -0.988 -6.506 3.202
H -0.713 -8.219 3.170
O 0.289 8.341 -3.750
P -1.006 8.089 -2.951
N -0.772 9.503 -2.006
C -1.000 9.720 -0.595
C -0.983 10.759 -2.727
N -0.359 6.684 -2.188
C 0.588 6.795 -1.088
C 0.147 5.689 -3.139
N -2.528 7.771 -2.103
C -3.685 8.542 -2.538
C -2.780 6.960 -0.931
H -2.058 9.906 -0.364
H -0.438 10.592 -0.244
H -0.655 8.901 0.028
H -2.044 11.034 -2.743
H -0.644 10.688 -3.763
H -0.417 11.580 -2.275
H 1.379 7.527 -1.287
H 1.065 5.833 -0.869
H 0.075 7.055 -0.161
H 1.145 5.950 -3.508
H -0.523 5.604 -4.002
H 0.198 4.699 -2.677
H -3.897 9.363 -1.845
H -4.577 7.914 -2.621
H -3.513 8.973 -3.528
H -2.382 7.412 -0.020
H -2.377 5.950 -1.029
H -3.855 6.819 -0.763

Atomic partial charges in e from the Löwdin method, atoms 1 to 99:
1 C -0.15
2 N -0.12
3 C -0.23
4 C -0.03
5 C -0.10
6 C -0.16
7 C -0.27
8 C -0.53
9 Cl 0.44
10 C 0.06
11 C -0.04
12 C -0.21
13 O -0.25
14 C -0.09
15 C 0.02
16 C 0.03
17 C -0.21
18 O 0.05
19 C -0.09
20 C -0.04
21 C -0.28
22 O 0.09
23 F 0.03
24 C -0.17
25 P 0.93
26 O -0.33
27 O -0.34
28 C -0.27
29 O 0.03
30 H 0.09
31 H 0.09
32 H 0.09
33 H 0.09
34 H 0.12
35 H 0.12
36 H 0.10
37 H 0.11
38 H 0.13
39 H 0.08
40 H 0.08
41 H 0.08
42 H 0.12
43 H 0.14
44 H 0.14
45 H 0.10
46 H 0.10
47 H 0.09
48 H 0.14
49 H 0.10
50 H 0.04
51 H 0.06
52 O -0.30
53 P 0.76
54 N -0.31
55 C -0.13
56 C -0.14
57 N -0.36
58 C -0.13
59 C -0.15
60 N -0.31
61 C -0.14
62 C -0.12
63 H 0.08
64 H 0.09
65 H 0.05
66 H 0.07
67 H 0.07
68 H 0.08
69 H 0.09
70 H 0.08
71 H 0.05
72 H 0.08
73 H 0.08
74 H 0.05
75 H 0.08
76 H 0.08
77 H 0.07
78 H 0.07
79 H 0.07
80 H 0.08
81 O -0.30
82 P 0.76
83 N -0.31
84 C -0.13
85 C -0.14
86 N -0.36
87 C -0.13
88 C -0.15
89 N -0.32
90 C -0.14
91 C -0.12
92 H 0.08
93 H 0.09
94 H 0.05
95 H 0.07
96 H 0.07
97 H 0.08
98 H 0.09
99 H 0.08